No. 1
{
  "formula": "C6H7N",
  "method": "the ωB97M-V functional and the def2-TZVPD basis",
  "elements": ["C", "C", "C", "C", "C", "C", "N", "H", "H", "H", "H", "H", "H", "H"],
  "positions_angstrom": [[-0.15542, -0.07202, -0.21396], [0.73860, -1.26501, 0.15974], [-2.67599, -0.48015, -0.02620], [-2.37411, 1.05319, 0.04293], [1.08629, 0.17752, -0.05721], [2.16130, 1.18721, -0.06316], [-1.45283, 0.22138, -0.20386], [0.89754, -1.53174, 1.14985], [0.64313, -2.05638, -0.52609], [-2.90327, -0.96480, 0.94880], [-3.23966, -0.74359, -0.97820], [2.67189, 1.17683, -0.96982], [2.96694, 1.07808, 0.73276], [1.63558, 2.21948, 0.00443]],
  "lowdin_charge": [-0.154, -0.007, -0.139, 0.072, -0.183, -0.040, -0.132, 0.059, 0.067, 0.095, 0.100, 0.043, 0.102, 0.117],
  "e_lumo_ev": 0.692,
  "homo_lumo_gap_ev": 9.6899,
  "de_lowest_ev": 6.863,
  "energy_ha": -287.335020,
  "e_homo_ev": -9.0
}



No. 2
{
  "formula": "BrZr",
  "method": "the ωB97M-V functional and the def2-TZVPD basis",
  "elements": ["Zr", "Br"],
  "positions_angstrom": [[0.65747, 0.18111, 1.12913], [-0.65747, -0.18111, -1.12912]],
  "lowdin_spin": [1.123, -0.123],
  "charge": 2,
  "e_lumo_ev": [-13.903, -13.598],
  "spin_multiplicity": 2,
  "homo_lumo_gap_ev": [6.1803, 7.3244],
  "de_lowest_ev": 0.187,
  "energy_ha": -2620.161986,
  "e_homo_ev": [-20.1, -20.9]
}



No. 3
{
  "formula": "C3H3NS",
  "method": "the ωB97M-V functional and the def2-TZVPD basis",
  "elements": ["C", "C", "C", "N", "S", "H", "H", "H"],
  "positions_angstrom": [[-1.06541, 0.95249, -0.98959], [0.27274, 2.91065, 1.29092], [-0.14054, 0.32216, -0.11500], [-1.73027, 1.54215, -1.70909], [-0.79742, 3.90472, 0.73118], [-0.56310, -0.37862, 0.46743], [0.23141, 1.15865, 0.36021], [0.56939, -0.34301, -0.65358]],
  "lowdin_charge": [-0.325, -0.508, -0.077, 0.137, 0.666, 0.050, -0.062, 0.120],
  "e_lumo_ev": -0.427,
  "homo_lumo_gap_ev": 10.9085,
  "de_lowest_ev": 2.018,
  "energy_ha": -568.943438,
  "e_homo_ev": -11.3
}



No. 4
{
  "formula": "CH2Cl2",
  "method": "the ωB97M-V functional and the def2-TZVPD basis",
  "elements": ["C", "Cl", "Cl", "H", "H"],
  "positions_angstrom": [[0.84078, -0.40493, -0.90538], [-0.16090, -0.95467, 0.42908], [0.00074, 0.54412, -1.75974], [-0.99506, 0.39520, 1.36284], [0.31443, 0.42027, 0.87320]],
  "lowdin_charge": [-1.116, 0.507, 0.671, -0.028, -0.034],
  "e_lumo_ev": -1.149,
  "homo_lumo_gap_ev": 6.5388,
  "de_lowest_ev": 10.199,
  "energy_ha": -959.305646,
  "e_homo_ev": -7.7
}



No. 5
{
  "formula": "C6H13NO2",
  "method": "the ωB97M-V functional and the def2-TZVPD basis",
  "elements": ["C", "C", "C", "C", "C", "N", "C", "O", "O", "H", "H", "H", "H", "H", "H", "H", "H", "H", "H", "H", "H", "H"],
  "positions_angstrom": [[-0.51575, 0.01607, 0.35143], [0.31710, -0.94897, -0.33790], [0.74080, 0.23251, -1.82448], [-1.88699, 0.28894, -0.23815], [0.11304, 1.24157, 0.98294], [1.54873, -1.35731, 0.20678], [-0.94247, -1.09817, 1.90692], [2.02339, 0.77414, -1.57114], [-2.07693, -1.21873, 2.31492], [1.91450, 1.62217, -1.12078], [-0.24554, -1.78038, -0.75960], [2.02412, -2.03846, -0.37582], [2.19020, -0.58382, 0.35668], [0.03190, 1.00512, -2.12428], [0.83084, -0.49115, -2.63472], [-0.09103, -1.46947, 2.54441], [-2.61497, 0.45472, 0.56267], [-2.24375, -0.54956, -0.84171], [-1.88949, 1.18947, -0.85867], [-0.51918, 1.59561, 1.80224], [0.18374, 2.06903, 0.26922], [1.10773, 1.04664, 1.38903]],
  "lowdin_charge": [-0.452, -0.301, -0.142, -0.061, -0.055, 0.059, -0.111, -0.103, 0.003, 0.075, 0.136, 0.092, 0.074, 0.087, 0.084, 0.106, 0.082, 0.092, 0.079, 0.092, 0.081, 0.083],
  "e_lumo_ev": 0.645,
  "homo_lumo_gap_ev": 8.1401,
  "de_lowest_ev": 3.811,
  "energy_ha": -441.539955,
  "e_homo_ev": -7.5
}



Repeat the third record exactly.
{
  "formula": "C3H3NS",
  "method": "the ωB97M-V functional and the def2-TZVPD basis",
  "elements": ["C", "C", "C", "N", "S", "H", "H", "H"],
  "positions_angstrom": [[-1.06541, 0.95249, -0.98959], [0.27274, 2.91065, 1.29092], [-0.14054, 0.32216, -0.11500], [-1.73027, 1.54215, -1.70909], [-0.79742, 3.90472, 0.73118], [-0.56310, -0.37862, 0.46743], [0.23141, 1.15865, 0.36021], [0.56939, -0.34301, -0.65358]],
  "lowdin_charge": [-0.325, -0.508, -0.077, 0.137, 0.666, 0.050, -0.062, 0.120],
  "e_lumo_ev": -0.427,
  "homo_lumo_gap_ev": 10.9085,
  "de_lowest_ev": 2.018,
  "energy_ha": -568.943438,
  "e_homo_ev": -11.3
}